Record 1
50
Properties=species:S:1:pos:R:3:forces:R:3 method="wB97M-V/def2-TZVPD" homo_lumo_gap_ev=7.8 smiles="CC1=C(CCCN)C(=O)c2cc(P(C)C)cc(-c3ccccc3)c2C1=O" energy_ha=-1399.3124
C 2.4789 1.0219 2.2999 0.2 0.2 -0.2
C 1.8637 0.5746 1.0181 0.0 -0.3 0.1
C 2.3569 -0.3410 0.1759 0.2 0.0 0.2
C 3.6775 -1.0378 0.3479 0.1 -0.1 -0.1
C 4.9024 -0.1178 0.2206 -0.3 0.1 -0.1
C 5.3872 0.0163 -1.2236 0.6 0.3 0.2
N 6.4298 -0.9632 -1.5949 -0.4 0.0 0.1
C 1.5807 -0.6811 -1.0427 -0.2 0.2 0.4
O 2.1204 -1.0644 -2.0460 0.3 -0.5 -0.7
C 0.1101 -0.5398 -0.9462 -0.4 0.0 0.0
C -0.7363 -1.3319 -1.7023 0.0 0.3 0.1
C -2.1163 -1.1903 -1.5673 -0.6 -0.1 0.1
P -3.2145 -2.2534 -2.5794 0.1 -0.2 -0.6
C -2.9158 -3.8765 -1.7453 0.1 0.8 0.4
C -4.8998 -1.8951 -1.9373 0.6 -0.3 0.3
C -2.6361 -0.2305 -0.7022 0.9 0.2 0.0
C -1.7821 0.6020 0.0353 -0.2 -0.1 0.0
C -2.4149 1.6185 0.9219 0.0 0.3 -0.2
C -2.4104 1.4962 2.3087 -0.2 0.4 -0.1
C -3.0533 2.4564 3.0808 -0.2 0.3 -0.2
C -3.7000 3.5368 2.4815 0.1 -0.1 -0.4
C -3.7041 3.6652 1.0965 0.3 -0.6 0.0
C -3.0620 2.7025 0.3204 -0.1 0.0 0.5
C -0.4022 0.4265 -0.0823 -0.4 0.0 0.1
C 0.5709 1.2427 0.6886 0.2 -0.5 -0.2
O 0.3599 2.3714 1.0450 -0.2 0.6 0.3
H 2.5543 2.1067 2.2951 0.0 0.1 0.1
H 1.8338 0.7353 3.1269 -0.1 0.0 0.2
H 3.4654 0.6103 2.4662 0.1 -0.2 0.0
H 3.7663 -1.7965 -0.4255 -0.1 -0.2 0.0
H 3.6576 -1.5664 1.2990 0.1 0.1 0.2
H 5.7072 -0.4717 0.8609 0.2 -0.1 0.0
H 4.6565 0.8789 0.5775 -0.1 0.1 0.2
H 5.8030 1.0181 -1.3273 0.0 0.1 -0.1
H 4.5383 -0.0391 -1.9020 -0.1 -0.2 -0.1
H 6.6003 -1.5771 -0.8098 0.1 -0.1 -0.1
H 7.2990 -0.4877 -1.7836 0.1 0.0 0.0
H -0.3200 -2.0478 -2.3962 0.1 -0.1 -0.1
H -3.2255 -3.7928 -0.7040 -0.1 -0.2 0.1
H -3.4487 -4.6728 -2.2463 0.0 -0.2 -0.1
H -1.8430 -4.0430 -1.7414 0.1 -0.3 -0.2
H -5.2940 -0.9762 -2.3516 -0.2 0.1 0.0
H -4.8989 -1.8698 -0.8488 -0.1 0.1 0.1
H -5.5059 -2.7422 -2.2423 -0.2 0.0 -0.2
H -3.6973 -0.0967 -0.5752 -0.1 0.0 0.0
H -1.9168 0.6599 2.7810 0.1 -0.1 0.0
H -3.0684 2.3940 4.1585 0.1 -0.2 0.1
H -4.2082 4.2832 3.0721 0.0 0.0 0.2
H -4.1903 4.4895 0.5993 -0.1 0.2 0.1
H -3.0554 2.7955 -0.7544 0.0 0.0 -0.1

---

Record 2
53
Properties=species:S:1:pos:R:3:forces:R:3 method="wB97M-V/def2-TZVPD" total_charge=-2 homo_lumo_gap_ev="3.5 / 5.2" spin_multiplicity=2 s_squared=0.770 energy_ha=-2442.2979
Yb 0.3462 0.3088 -0.2418 -0.5 1.5 -0.8
C 2.7141 1.1817 0.7197 0.7 0.1 -0.8
C 2.9902 0.2041 -0.2806 0.2 0.7 0.1
C 2.7118 0.7916 -1.5517 -0.1 0.4 0.3
H 3.3829 -0.7933 -0.1096 -0.1 0.1 0.0
C 2.2654 2.1318 -1.3305 0.3 -0.5 0.4
C 2.2658 2.3676 0.0731 0.4 -0.6 -0.4
H 2.0284 3.3085 0.5621 -0.1 -0.3 -0.1
H 2.8961 1.0672 1.7845 -0.3 0.0 -0.3
H 2.8851 0.3296 -2.5193 -0.1 0.0 0.1
H 2.0287 2.8623 -2.0977 -0.1 -0.2 0.1
C -2.4057 1.0396 0.1554 -0.1 0.6 -0.3
C -1.7510 2.2117 0.6296 -0.4 0.0 -0.8
C -1.2032 2.8962 -0.4908 -0.4 -0.5 -0.1
H -1.7483 2.5734 1.6573 0.2 -0.3 -0.3
C -1.5218 2.1514 -1.6628 0.0 -0.2 0.4
C -2.2646 0.9970 -1.2633 0.2 0.3 0.3
H -2.7186 0.2647 -1.9309 0.1 0.1 0.2
H -2.9989 0.3538 0.7600 0.4 0.1 -0.2
H -0.6796 3.8504 -0.4632 0.0 -0.3 0.0
H -1.3232 2.4595 -2.6891 0.1 -0.1 0.3
O 0.9426 -2.2932 -0.6774 0.0 -0.7 -3.6
C -0.1398 0.0761 -4.9532 1.0 -1.6 0.7
C 0.4923 -1.1038 -4.6758 -0.8 1.6 -0.4
C 0.6698 1.3510 -4.9711 0.0 0.2 0.1
C -1.6470 0.1083 -5.0443 -0.2 -0.1 -0.1
C 0.9537 -2.4853 -1.9148 0.3 0.7 3.2
H 1.5599 -1.0912 -4.4398 -0.3 -0.2 -0.3
H -0.0715 -2.0415 -4.6203 0.3 0.4 0.0
H 0.0442 -2.9100 -2.4101 0.7 0.2 0.1
H 1.8857 -2.2182 -2.4818 -0.8 -0.3 0.1
H 0.6534 1.8873 -5.9355 -0.2 -0.3 0.2
H 1.7205 1.1323 -4.7334 -0.3 0.1 0.0
H 0.2910 2.0526 -4.2103 0.1 -0.2 -0.2
H -2.0424 0.1240 -6.0748 0.3 0.1 0.2
H -2.0533 0.9856 -4.5242 0.1 -0.2 0.0
H -2.0549 -0.7936 -4.5640 0.1 0.3 -0.1
O 0.3242 0.7249 1.9914 -0.6 -1.5 0.7
C -0.1319 -0.4661 2.1580 0.0 0.2 0.9
O -0.4991 -1.2096 1.1871 0.2 0.3 0.7
C -0.2655 -1.0367 3.5383 -0.2 0.2 -0.3
C -0.4522 -2.4245 3.6871 -0.2 0.0 0.5
C -0.7116 -2.9798 4.9350 0.1 0.1 -0.4
C -0.8067 -2.1362 6.0624 -0.1 -0.5 1.1
C -0.6392 -0.7422 5.9211 0.1 0.3 -0.3
C -0.3589 -0.2019 4.6691 -0.1 -0.4 0.3
N -1.0426 -2.6878 7.3538 0.4 1.2 -2.4
O -1.1687 -3.9285 7.4657 -0.2 -1.4 0.3
O -1.1082 -1.8971 8.3247 -0.1 0.6 1.2
H -0.4209 -3.0640 2.8023 0.0 0.3 0.2
H -0.8488 -4.0517 5.0613 0.0 0.3 0.0
H -0.7334 -0.1156 6.8071 0.0 -0.2 -0.3
H -0.2407 0.8787 4.5557 0.0 -0.4 -0.1

---

Record 3
52
Properties=species:S:1:pos:R:3:forces:R:3 method="wB97M-V/def2-TZVPD" homo_lumo_gap_ev=5.7 energy_ha=-1304.0279 relative_energy_kj_mol=0.0
C 3.6921 -1.1544 1.4407 -0.3 0.5 0.1
O 3.1354 0.1450 1.7725 -0.6 -0.6 -0.4
C 1.8137 0.1678 2.0900 -0.2 -0.1 0.5
C 1.1899 1.4385 2.2001 0.5 -0.4 0.0
C -0.1027 1.5178 2.6685 -0.6 -0.4 0.3
C -0.8227 0.3390 2.9957 0.9 -0.5 0.3
C -2.2026 0.4237 3.3326 -0.8 1.6 -1.2
O -2.9855 -0.5668 2.9840 0.6 -0.6 0.1
C -3.9305 -0.5955 1.8943 -0.1 0.6 0.4
C -0.2011 -0.9251 2.8692 -0.2 0.4 -0.4
C 1.0876 -1.0160 2.3890 0.5 0.2 -0.1
H 4.6841 -0.9319 1.0512 -0.1 -0.1 0.0
H 3.7595 -1.7904 2.3360 0.0 0.2 -0.2
H 3.0714 -1.6574 0.6797 0.3 0.2 0.2
H 1.7609 2.3308 1.9290 -0.2 -0.4 0.1
H -0.6406 2.4669 2.7701 0.4 -0.2 -0.1
H -2.6042 1.4083 3.5875 -0.1 -0.2 -0.7
H -4.1176 -1.6534 1.7133 0.0 0.2 0.1
H -4.8489 -0.0874 2.2125 0.1 -0.1 -0.3
H -3.5015 -0.1212 1.0024 -0.1 -0.1 0.3
H -0.7602 -1.8219 3.1301 0.1 0.2 0.0
H 1.5523 -1.9991 2.2600 -0.2 0.5 0.2
C -0.3459 1.9358 6.2484 0.1 0.4 -0.1
C -0.8166 0.6663 6.9230 -0.6 -0.4 0.7
C 0.2082 0.1113 7.9189 -0.2 -0.1 -0.4
O -1.9696 0.8772 7.7677 -0.1 0.2 -0.7
C -3.1881 1.0632 7.1478 0.7 0.6 0.3
O -4.1410 1.3113 7.8610 0.6 -0.2 -0.6
C -3.2215 0.7820 5.6935 1.2 -0.7 1.1
C -4.5107 1.1157 5.0644 -1.2 0.1 0.1
C -4.6589 2.6376 4.9148 0.0 -0.4 -0.1
C -4.3829 3.2809 3.7044 0.1 0.3 0.4
C -4.4102 4.6799 3.6337 -0.2 -0.2 0.2
C -4.7443 5.4358 4.7636 0.1 -0.2 0.0
C -5.0280 4.7929 5.9761 0.0 -0.3 -0.4
C -5.0201 3.3964 6.0323 0.1 0.4 0.1
C -2.4735 -0.4792 5.5995 -0.8 0.0 0.7
O -2.9102 -1.5776 5.3541 0.3 -0.2 -0.5
O -1.1350 -0.3510 5.9503 0.2 -0.2 0.9
H -1.0899 2.3071 5.5349 0.1 -0.1 0.2
H -0.1616 2.7127 7.0074 0.0 -0.3 -0.3
H 0.5890 1.7225 5.7126 -0.2 0.1 0.1
H -0.1576 -0.8490 8.2953 0.1 0.2 -0.1
H 1.1721 -0.0286 7.4289 0.0 0.0 0.1
H 0.3085 0.8059 8.7603 0.0 -0.1 -0.3
H -4.5940 0.6220 4.0960 -0.3 0.0 0.3
H -5.3152 0.7759 5.7474 0.1 -0.1 -0.6
H -4.1310 2.6879 2.8220 -0.1 0.2 0.2
H -4.1725 5.1660 2.6899 -0.1 0.0 0.2
H -4.7886 6.5222 4.6996 0.1 -0.2 0.0
H -5.2517 5.3623 6.8809 0.0 -0.1 -0.4
H -5.2544 2.8785 6.9624 0.1 0.2 -0.3

---

Record 4
71
Properties=species:S:1:pos:R:3:forces:R:3 method="wB97M-V/def2-TZVPD" total_charge=+2 homo_lumo_gap_ev="3.9 / 3.7" spin_multiplicity=2 s_squared=0.762 energy_ha=-2835.3222 relative_energy_kj_mol=311.9
Ir -0.5823 -0.4549 0.3737 -0.1 -1.5 0.8
C -1.4589 -0.5904 4.4881 -0.1 0.1 0.0
C -0.8422 -0.6173 3.1424 -2.2 0.3 -0.8
N -1.5654 -0.3726 2.0241 -0.3 0.0 1.9
O -2.8177 0.0504 2.0921 0.8 -0.1 0.5
B -3.7327 -0.2787 0.8988 -0.1 -0.4 -0.1
F -4.9045 0.2966 1.1411 -0.2 0.4 0.1
F -3.7682 -1.6498 0.8137 0.2 -0.5 0.0
O -3.2389 0.2398 -0.4449 0.5 0.2 -0.8
N -2.0135 -0.0713 -0.8441 -0.9 0.5 -2.0
C -1.6936 -0.1395 -2.1435 -2.0 0.3 1.6
C -2.7065 -0.0346 -3.2186 -0.1 0.1 0.1
C -0.3122 -0.3834 -2.3900 2.2 -0.6 0.9
N 0.4141 -0.5328 -1.2766 -0.3 0.3 -2.1
O 1.7458 -0.7473 -1.3127 -0.1 0.7 -0.3
B 2.3211 -1.6783 -0.2089 0.1 -0.5 -0.3
F 1.7494 -2.9031 -0.3625 -0.4 -0.2 0.0
F 3.6542 -1.6714 -0.4273 0.2 -0.1 0.1
O 2.0933 -1.1694 1.1882 -0.4 0.4 0.9
N 0.8462 -0.9023 1.5862 0.7 -0.3 1.4
C 0.5094 -0.9437 2.8879 1.7 -0.3 -1.2
C 1.4671 -1.3126 3.9566 0.1 0.0 -0.2
C 0.2520 -0.5003 -3.7581 0.2 0.0 0.1
H -2.4355 -0.1126 4.4317 0.1 0.0 0.1
H -0.8223 -0.0698 5.2025 0.0 0.0 0.0
H -1.6039 -1.6068 4.8619 0.0 -0.1 -0.1
H -3.6318 0.3730 -2.8179 0.0 0.0 -0.1
H -2.9240 -1.0249 -3.6233 0.0 -0.1 0.0
H -2.3416 0.5843 -4.0347 0.0 0.1 -0.1
H 2.4367 -1.5462 3.5243 0.0 0.0 0.1
H 1.1001 -2.1760 4.5120 -0.1 0.0 0.0
H 1.5753 -0.4944 4.6688 0.0 0.1 0.0
H 0.1487 0.4426 -4.2957 0.0 0.1 0.0
H -0.2882 -1.2589 -4.3261 0.0 0.0 0.0
H 1.3045 -0.7699 -3.7107 -0.1 0.0 0.0
O 6.3929 3.4004 -6.3394 0.3 0.7 -0.3
C 5.8753 2.2224 -6.0682 -0.3 -0.8 0.0
O 5.7772 1.3450 -6.8788 0.1 0.3 0.2
C 5.3135 1.9818 -4.6854 -0.3 0.0 0.2
C 4.7270 3.0051 -3.9377 0.0 0.3 0.5
C 4.1644 2.7304 -2.7121 -0.1 0.8 -0.8
C 4.1576 1.4081 -2.2200 -1.1 -0.1 2.0
S 3.4254 1.1304 -0.7083 0.8 0.3 -1.5
C 4.7229 0.3743 -2.9937 0.7 -0.6 -0.5
C 5.2786 0.6609 -4.2183 0.1 -0.4 0.3
H 6.4842 4.0143 -5.5965 0.0 -0.2 0.0
H 4.6878 4.0184 -4.3115 0.1 0.1 0.0
H 3.7158 3.5167 -2.1267 -0.1 0.1 0.1
H 4.7123 -0.6323 -2.6062 0.0 -0.1 0.1
H 5.7156 -0.1161 -4.8309 -0.1 0.0 0.0
O 0.4563 1.9649 1.8733 0.6 -1.5 -0.3
B -0.4174 1.5241 0.8876 0.2 0.9 0.2
O -1.2923 2.5343 0.5576 -0.5 -1.1 -1.1
C -0.9903 3.5982 1.3377 1.5 0.7 1.7
C -1.5799 4.8465 1.4265 0.1 -0.5 -0.2
C -1.0387 5.7198 2.3561 0.5 -0.1 0.4
C 0.0641 5.3693 3.1582 -0.5 0.3 -0.4
C 0.6660 4.1256 3.0659 0.0 -0.5 -0.3
C 0.1146 3.2430 2.1557 -1.5 1.7 -0.5
H -2.4153 5.1189 0.8031 -0.1 0.0 0.0
H -1.4748 6.7013 2.4679 0.0 0.0 0.0
H 0.4463 6.0916 3.8632 0.0 0.0 0.0
H 1.5178 3.8456 3.6642 0.1 0.0 0.1
N -2.7220 -4.1900 -0.0837 -0.2 0.1 0.1
C -1.4162 -3.8793 -0.1188 -0.4 -0.9 -0.3
N -0.5467 -4.8348 -0.5003 0.2 0.0 0.0
O -1.0124 -2.7461 0.1778 0.5 1.6 0.3
H -3.0685 -5.1193 -0.2511 0.1 0.0 0.0
H -3.3699 -3.4909 0.2546 0.2 -0.1 0.0
H -0.8128 -5.7970 -0.6318 0.0 0.1 0.0
H 0.4357 -4.6008 -0.5163 -0.2 0.0 0.1